one) ORCA calculation (ωB97M-V/def2-TZVPD) on 2 unconnected molecules or ions with the total composition C5H11NO2.

2S+1	2
LUMO (spin up / spin down)	-4.7 / -8.4	eV
total charge	+1
frontier orbital gap (spin up / spin down)	8.3 / 4.5	eV
HOMO (spin up / spin down)	-12.95 / -12.94	eV

Each line ends with the Löwdin charge.
Positions of all 19 atoms, in Å:
O1 1.22811 -1.44716 -1.84141  0.058
O2 1.10659 0.42548 0.61860  0.165
N1 -1.35599 -2.98046 -0.15515  0.016
C1 -0.66318 1.65457 -0.30791  0.295
C2 1.01181 2.66360 1.33537  0.038
C3 0.64110 -1.73864 -0.83227  -0.293
C4 -0.88113 -1.76314 -0.78801  -0.264
C5 0.46942 1.56724 0.48097  -0.279
H1 -2.35539 -2.85891 0.01270  0.080
H2 -1.18129 -1.60647 -1.83513  0.129
H3 -1.13874 -0.87150 -0.21016  0.083
H4 -1.42121 -3.68161 -0.89343  0.088
H5 2.00187 0.54103 0.98036  0.177
H6 -1.34592 2.48609 -0.19177  0.125
H7 -0.80086 0.91289 -1.07842  0.099
H8 1.08682 2.30790 2.36397  0.123
H9 1.18577 -2.08638 0.06065  0.124
H10 2.02844 2.92451 1.02490  0.125
H11 0.38378 3.55096 1.25614  0.109

two) ORCA calculation (ωB97M-V/def2-TZVPD) on 2 unconnected molecules or ions with the total composition C5H11NO2.

2S+1	2
LUMO (spin up / spin down)	-4.2 / -9.3	eV
total charge	+1
frontier orbital gap (spin up / spin down)	10.0 / 4.8	eV
HOMO (spin up / spin down)	-14.21 / -14.08	eV

Each line ends with the Löwdin charge.
Positions of all 19 atoms, in Å:
O1 1.65756 3.35098 -0.54745  -0.045
O2 3.38047 -1.80818 -0.09688  0.205
N1 1.43947 -0.67836 -0.03862  0.218
C1 -2.65318 -1.15221 -0.29712  0.036
C2 -0.76146 0.44672 -0.20687  -0.175
C3 0.13303 -0.54705 0.51999  -0.138
C4 -2.22636 0.09134 -0.15458  -0.141
C5 2.39355 -1.53404 0.52747  -0.206
H1 -0.52805 1.45923 0.10755  0.105
H2 0.19689 -0.21951 1.56374  0.175
H3 -2.01538 -1.97197 -0.62204  0.072
H4 -0.29031 -1.56219 0.55144  0.157
H5 -2.89931 0.92854 -0.00550  0.116
H6 2.26555 -1.81997 1.58356  0.171
H7 1.02404 2.62323 -0.62165  -0.009
H8 1.65514 -0.40692 -1.00485  0.198
H9 1.42187 3.77402 0.28926  0.050
H10 -3.68672 -1.46433 -0.27135  0.077
H11 -0.50678 0.49069 -1.27609  0.135

three) ORCA calculation (ωB97M-V/def2-TZVPD) on 4 unconnected molecules or ions with the total composition C5H11NO2.

2S+1	2
LUMO (spin up / spin down)	-7.1 / -7.9	eV
total charge	+1
frontier orbital gap (spin up / spin down)	5.3 / 4.6	eV
HOMO (spin up / spin down)	-12.41 / -12.50	eV

Each line ends with the Löwdin charge.
Positions of all 19 atoms, in Å:
O1 2.92808 2.03670 1.22189  0.077
O2 -0.90812 -1.07052 1.80629  0.001
N1 -0.81695 -1.35788 -3.43639  0.185
C1 -1.80644 -0.90036 -2.68139  -0.272
C2 1.16804 -0.23648 1.16723  -0.067
C3 0.95839 0.60723 2.49481  -0.045
C4 -0.30449 0.10859 1.67075  -0.420
C5 -1.78025 0.42996 -2.30445  0.173
H1 3.63832 2.62092 1.13906  0.002
H2 -1.05926 1.06519 -2.75487  0.095
H3 1.39282 -1.25913 1.38724  0.088
H4 -2.51255 0.92175 -1.66207  0.113
H5 -0.61400 -0.70266 -1.27480  0.410
H6 -1.17104 -2.13864 -3.99757  0.103
H7 -2.73531 -1.50914 -2.49817  0.166
H8 -0.94202 0.98146 1.39884  0.130
H9 1.16748 0.10430 3.43203  0.106
H10 1.45240 1.60682 2.39282  0.078
H11 1.53061 0.03113 0.18503  0.076

Last place for stability: three)

one) ORCA calculation (ωB97M-V/def2-TZVPD) on 2 unconnected molecules or ions with the total composition C3H11N2O.

LUMO (spin up / spin down)	-4.3 / -4.2	eV
total charge	+1
frontier orbital gap (spin up / spin down)	9.0 / 10.2	eV
HOMO (spin up / spin down)	-13.29 / -14.44	eV

Each line ends with the Löwdin charge.
Positions of all 17 atoms, in Å:
O1 -2.11453 -0.00475 -0.13350  0.056
N1 0.19524 -0.20442 0.04235  -0.396
N2 0.17766 -1.57156 0.45429  0.140
C1 0.26303 -0.03538 -1.42680  0.022
C2 1.36413 0.42882 0.68342  0.008
C3 -1.04108 0.35931 0.58179  -0.199
H1 -1.08475 0.37192 1.66192  0.134
H2 0.25286 1.02335 -1.67380  0.113
H3 1.00518 -2.07196 0.14354  0.125
H4 2.27542 -0.05491 0.33815  0.117
H5 1.39652 1.48613 0.43791  0.100
H6 1.29406 0.30655 1.76356  0.118
H7 1.18079 -0.48671 -1.80068  0.117
H8 -2.94219 0.24407 0.29805  0.147
H9 -0.97274 2.76826 0.42085  0.160
H10 -0.59515 -0.51282 -1.89722  0.111
H11 -0.65445 -2.04588 0.10619  0.125

two) ORCA calculation (ωB97M-V/def2-TZVPD) on 2 unconnected molecules or ions with the total composition C3H11N2O.

LUMO	-3.3	eV
total charge	+1
frontier orbital gap	9.0	eV
HOMO	-12.22	eV

Each line ends with the Löwdin charge.
Positions of all 17 atoms, in Å:
O1 -0.46536 -2.42616 0.75931  -0.065
N1 0.52408 -0.25503 1.31791  0.180
N2 -0.66154 0.44720 -2.16933  0.108
C1 0.29670 0.49576 0.03161  -0.266
C2 -0.18071 -0.16402 -1.07394  -0.150
C3 0.36052 1.98805 0.21323  -0.049
H1 0.95678 0.35054 2.01737  0.164
H2 -0.04747 -3.08642 1.35415  0.095
H3 1.19409 -1.01052 1.15319  0.158
H4 -1.16259 -3.01206 0.42186  0.089
H5 -0.37432 1.38705 -2.37910  0.107
H6 0.59490 2.25628 1.23101  0.069
H7 -0.55829 2.49608 -0.12631  0.095
H8 1.15400 2.47788 -0.37717  0.094
H9 -0.39134 -0.57707 1.60170  0.141
H10 -0.19184 -1.25108 -1.05752  0.113
H11 -1.04761 -0.11648 -2.91796  0.118

Last place for stability: one)

one) ORCA calculation (ωB97M-V/def2-TZVPD) on 2 unconnected molecules or ions with the total composition C3H11N2O.

LUMO	-4.7	eV
total charge	+1
frontier orbital gap	8.2	eV
HOMO	-12.85	eV

Each line ends with the Löwdin charge.
Positions of all 17 atoms, in Å:
O1 0.18278 -0.24433 1.66998  -0.344
N1 0.71522 0.57331 2.65202  -0.044
N2 -0.53127 -0.14928 -1.30240  -0.189
C1 0.39520 0.97548 -1.32239  -0.030
C2 -1.84921 -0.06947 -1.29958  0.214
C3 0.20812 -1.37874 -0.91833  -0.029
H1 -0.48038 -2.22161 -0.88837  0.099
H2 -2.54664 -0.79097 -0.93209  0.117
H3 0.74415 1.50745 2.12716  0.167
H4 -2.28792 0.77527 -1.83122  0.120
H5 1.62465 0.41518 3.06573  0.139
H6 0.74408 1.06819 -0.32081  0.061
H7 1.24986 0.70358 -2.04436  0.126
H8 0.61977 -1.29625 0.13050  0.078
H9 -0.02695 0.67804 3.49607  0.213
H10 -0.04094 1.98512 -1.84348  0.163
H11 1.16685 -1.57015 -1.53271  0.139

two) ORCA calculation (ωB97M-V/def2-TZVPD) on 2 unconnected molecules or ions with the total composition C3H11N2O.

LUMO	-3.1	eV
total charge	+1
frontier orbital gap	9.3	eV
HOMO	-12.43	eV

Each line ends with the Löwdin charge.
Positions of all 17 atoms, in Å:
O1 -1.29443 -1.34539 2.43755  -0.045
N1 0.81634 -0.89864 0.58987  0.204
N2 -1.21958 1.66188 -1.15182  0.114
C1 1.45076 0.29262 -1.52854  -0.039
C2 -0.74555 0.70184 -0.32082  -0.145
C3 0.44260 0.09582 -0.44946  -0.296
H1 0.18932 -0.89754 1.42405  0.113
H2 -1.16040 -1.61277 3.35736  0.077
H3 2.27812 -0.41162 -1.47356  0.083
H4 -2.16953 -0.93155 2.46601  0.074
H5 0.91757 -1.82873 0.18689  0.173
H6 1.03854 0.18606 -2.53481  0.094
H7 1.90197 1.28554 -1.47001  0.096
H8 -2.18707 1.92271 -1.11966  0.109
H9 1.72374 -0.62392 0.97186  0.170
H10 -1.29550 0.52838 0.59256  0.117
H11 -0.68693 1.87532 -1.97747  0.102

three) ORCA calculation (ωB97M-V/def2-TZVPD) on 2 unconnected molecules or ions with the total composition C3H11N2O.

LUMO	-3.8	eV
total charge	+1
frontier orbital gap	9.0	eV
HOMO	-12.80	eV

Each line ends with the Löwdin charge.
Positions of all 17 atoms, in Å:
O1 0.07408 1.35335 0.66740  0.005
N1 0.24178 -1.61291 -2.20513  0.153
N2 -0.92875 2.07129 2.54113  0.160
C1 -0.25774 1.14169 1.82510  -0.611
C2 0.24854 -0.03538 2.58137  -0.018
C3 0.28385 -0.48181 -3.17410  -0.004
H1 0.95383 0.34531 3.32309  0.095
H2 0.81049 -0.69358 1.92039  0.070
H3 -0.39952 -2.34529 -2.51269  0.171
H4 -1.04229 3.00105 2.17384  0.112
H5 -0.12400 -1.29469 -1.29792  0.168
H6 0.58279 0.39237 -2.61225  0.104
H7 -0.49034 -0.65747 3.08950  0.086
H8 1.12066 -2.09086 -1.98180  0.179
H9 1.09283 -0.57985 -3.90304  0.108
H10 -0.62475 -0.42889 -3.76173  0.108
H11 -1.54146 1.91570 3.32683  0.113

four) ORCA calculation (ωB97M-V/def2-TZVPD) on 2 unconnected molecules or ions with the total composition C3H11N2O.

LUMO	-3.3	eV
total charge	+1
frontier orbital gap	10.9	eV
HOMO	-14.22	eV

Each line ends with the Löwdin charge.
Positions of all 17 atoms, in Å:
O1 -0.14276 0.37305 -0.24367  -0.020
N1 2.30761 -0.10691 0.56795  0.126
N2 -1.63631 -0.46348 1.22898  0.186
C1 -1.30923 0.09723 0.07390  -0.550
C2 2.56820 -0.20408 -0.89394  -0.025
C3 -2.46164 0.35223 -0.83779  0.008
H1 -2.90562 1.31382 -0.60970  0.098
H2 3.42786 0.39764 -1.17536  0.103
H3 2.58217 -0.97959 1.01348  0.163
H4 1.70119 0.03669 -1.49162  0.083
H5 2.87841 0.62705 0.99976  0.168
H6 2.81628 -1.22987 -1.13844  0.099
H7 1.33501 0.21965 0.79970  0.125
H8 -2.60936 -0.46433 1.50255  0.127
H9 -3.20101 -0.45569 -0.78307  0.097
H10 -2.16667 0.41370 -1.88086  0.093
H11 -0.98235 -0.74282 1.93761  0.118

Last place for stability: one)

one) ORCA calculation (ωB97M-V/def2-TZVPD) on C4H9Cl in the gas phase.

LUMO	1.1	eV
SMILES	CCCCCl
frontier orbital gap	11.5	eV
HOMO	-10.43	eV

Each line ends with the Löwdin charge.
Positions of all 14 atoms, in Å:
Cl1 -2.97651 -0.81936 -0.10396  0.507
C1 0.56366 -0.29501 0.47289  -0.257
C2 -2.03352 0.69412 0.09179  -0.520
C3 1.96045 -0.70114 -0.24084  -0.102
C4 -0.41843 0.59348 -0.39161  -0.207
H1 -2.68174 1.25137 -0.20713  -0.086
H2 -0.25623 0.06113 -1.39270  0.098
H3 -0.02424 1.75226 -0.64167  0.149
H4 -2.18729 0.99915 1.12613  0.068
H5 2.15452 -1.50912 -0.92176  0.052
H6 0.16011 -1.26650 0.44980  0.061
H7 2.61933 0.14853 -0.42222  0.045
H8 0.49379 0.08906 1.48693  0.096
H9 2.62610 -0.99797 0.69435  0.096

two) ORCA calculation (ωB97M-V/def2-TZVPD) on C4H9Cl in the gas phase.

LUMO	0.9	eV
SMILES	CC(C)(C)Cl
frontier orbital gap	11.5	eV
HOMO	-10.56	eV

Each line ends with the Löwdin charge.
Positions of all 14 atoms, in Å:
Cl1 -1.45591 -0.05016 -0.01351  0.612
C1 0.79218 -0.33986 1.40279  -0.138
C2 0.35300 0.01725 -0.00980  -0.974
C3 0.87125 -1.02955 -0.96099  -0.145
C4 0.73301 1.46805 -0.37494  -0.132
H1 0.23201 0.24319 2.15678  0.081
H2 0.27484 -0.96796 -1.92598  0.091
H3 0.36832 1.71393 -1.41308  0.087
H4 1.86069 1.59409 -0.37341  0.097
H5 1.92749 -1.02366 -1.30611  0.093
H6 0.27403 2.20222 0.33334  0.083
H7 0.69673 -1.44233 1.53603  0.086
H8 1.87345 -0.12134 1.45054  0.088
H9 0.74626 -2.04092 -0.57084  0.071

Last place for stability: one)